2 unconnected molecules or ions with the total composition C3H9O. Source: OMol25; level of theory: the ωB97M-V functional and the def2-TZVPD basis.

As for the multiplicity: 1. Its charge is -1. The gap between HOMO and LUMO comes out at 0.2272 hartree. The value obtained for the lowest unoccupied orbital energy is 4.07 eV.

Structure (XYZ):
```
13
Properties=species:S:1:pos:R:3:forces:R:3:lowdin_charge:R:1
O -2.1289 2.2682 -0.0459 -0.09 -0.07 -0.06 -0.658
H -1.1892 2.1213 0.0862 -0.02 0.27 0.15 -0.243
C 0.3861 -1.1326 -1.0382 0.63 -0.86 -0.22 -0.143
C 0.4460 0.1562 -0.2343 -0.79 -0.17 -0.30 -0.336
C 0.1151 -0.0683 1.2334 0.20 0.57 -0.18 -0.140
H -0.5963 -1.5786 -1.2207 -0.20 0.52 0.24 0.068
H 0.8614 -1.0503 -2.0194 -0.06 0.22 -0.06 0.054
H 0.9463 -1.9316 -0.5311 0.07 0.09 0.07 0.054
H 1.4057 0.6435 -0.3782 0.36 -0.08 0.13 0.092
H -0.3014 0.8521 -0.6208 -0.01 -0.05 -0.13 0.061
H 0.2490 0.8742 1.7708 0.03 -0.16 0.14 0.067
H 0.7448 -0.8440 1.6712 0.01 -0.09 0.14 0.054
H -0.9386 -0.3102 1.3270 -0.13 -0.19 0.06 0.070
```
Positions in Å, forces in eV/Å.



2 unconnected molecules or ions with the total composition C3H9O. Source: OMol25; level of theory: the ωB97M-V functional and the def2-TZVPD basis.

As for the multiplicity: 1. Its charge is -1. The gap between HOMO and LUMO comes out at 0.2209 hartree. The value obtained for the lowest unoccupied orbital energy is 3.96 eV.

Structure (XYZ):
```
13
Properties=species:S:1:pos:R:3:forces:R:3:lowdin_charge:R:1
O 3.2524 -1.1066 0.3099 -0.40 -0.45 -2.03 -0.722
H 3.1294 -1.3468 -0.6675 0.31 0.46 1.95 -0.196
C -1.2548 -0.5806 0.7602 1.94 -0.69 0.62 -0.125
C -0.0193 0.1697 0.2599 -1.58 2.72 1.94 -0.333
C -0.3932 1.0373 -0.9216 0.69 1.24 1.17 -0.151
H -2.1610 -0.0926 0.4957 -0.86 0.58 0.19 0.040
H -1.1532 -0.8396 1.8258 -0.39 0.29 -0.27 0.071
H -1.2234 -1.5093 0.2501 -0.42 -1.22 -0.54 0.048
H 0.7801 -0.3994 -0.0602 1.83 -1.70 0.09 0.038
H 0.3643 0.8641 1.0837 -0.36 -0.99 -0.96 0.121
H -0.4070 0.3830 -1.8013 -0.38 0.82 -0.20 0.073
H -1.3081 1.5915 -0.6302 0.01 -0.44 -0.93 0.060
H 0.3937 1.8293 -0.9047 -0.39 -0.63 -1.04 0.075
```
Positions in Å, forces in eV/Å.



A molecular structure, C3H9O2. Source: OMol25; level of theory: the ωB97M-V functional and the def2-TZVPD basis.

As for the multiplicity: 2. The expectation value of S² is 0.758. The gap between HOMO and LUMO (spin up / spin down) comes out at 0.4417 / 0.2999 hartree. The value obtained for the lowest unoccupied orbital energy (spin up / spin down) is 0.94 / -2.50 eV.

Structure (XYZ):
```
14
Properties=species:S:1:pos:R:3:forces:R:3:lowdin_charge:R:1
C -0.7992 -0.2602 -0.3186 -0.12 -0.38 0.20 -0.251
O -0.1325 -1.4797 -0.1144 -1.18 0.09 0.44 -0.036
C -0.6588 0.6642 0.9070 -0.32 0.08 -1.25 -0.215
C -0.5723 2.1579 0.6178 0.54 0.16 -0.79 -0.100
H -1.8362 -0.5773 -0.4860 -0.13 0.11 0.06 0.133
H -0.4994 0.1749 -1.2737 0.27 0.15 0.02 0.125
H 0.2290 0.3131 1.3736 0.74 -0.19 0.71 0.093
H -1.4974 0.4590 1.5417 -0.28 -0.13 0.64 0.099
H -0.3103 2.3468 -0.4293 -0.64 -0.13 -0.19 0.070
H 0.2974 2.6236 1.0594 0.04 0.06 0.85 0.063
H -1.4672 2.7079 0.8966 0.04 0.06 -0.13 0.070
H 0.9328 -1.6385 -0.5602 1.38 0.34 -1.21 -0.015
H 2.1855 -0.6345 -0.3873 0.25 -0.09 -0.31 0.037
O 1.8655 -1.2190 -1.0947 -0.57 -0.12 0.95 -0.072
```
Positions in Å, forces in eV/Å.



2 unconnected molecules or ions with the total composition C3H9O3. Source: OMol25; level of theory: the ωB97M-V functional and the def2-TZVPD basis.

As for the multiplicity: 1. Its charge is -1. The gap between HOMO and LUMO comes out at 0.2462 hartree. The value obtained for the lowest unoccupied orbital energy is 3.53 eV.

Structure (XYZ):
```
15
Properties=species:S:1:pos:R:3:forces:R:3:lowdin_charge:R:1
C -0.3842 0.0841 -0.5138 -0.89 0.67 -1.83 -0.403
O -0.4013 1.3238 -1.2579 0.51 -2.23 2.28 -0.404
C 0.8244 -0.2299 0.5170 1.10 0.62 -2.79 -0.208
C 1.1052 -1.7059 0.7301 -2.98 -1.52 -0.11 -0.250
O 1.2491 -2.3303 2.0762 1.25 0.21 -0.84 -0.126
H -1.3067 -0.0428 0.1818 0.80 -0.04 -1.12 0.093
H -0.3923 -0.7227 -1.3519 -0.04 0.39 1.59 0.093
H 0.5402 0.2271 1.4017 -0.41 0.96 1.98 0.058
H 1.6762 0.3450 0.0810 -0.28 -0.49 0.52 0.102
H 0.1368 -2.1972 0.5345 -0.09 0.38 -0.65 0.092
H 1.7018 -2.1907 -0.0651 0.74 0.40 1.02 0.111
H 1.2071 -1.7191 2.8089 0.07 0.68 -0.24 0.049
H -2.5113 3.4449 -1.2495 0.70 -0.15 -0.83 0.000
H -1.5062 2.3881 -1.8538 -0.05 1.32 0.19 -0.001
O -1.9387 3.3258 -2.0393 -0.44 -1.20 0.83 -0.206
```
Positions in Å, forces in eV/Å.



2 unconnected molecules or ions with the total composition C3H9OP. Source: OMol25; level of theory: the ωB97M-V functional and the def2-TZVPD basis.

As for the multiplicity: 1. The gap between HOMO and LUMO (spin up / spin down) comes out at 0.2671 / 0.2734 hartree. The value obtained for the lowest unoccupied orbital energy (spin up / spin down) is 0.09 / 0.25 eV.

Structure (XYZ):
```
14
Properties=species:S:1:pos:R:3:forces:R:3:lowdin_charge:R:1
C -1.6308 0.2996 -1.3967 2.06 0.34 1.04 -0.222
C 0.3970 -1.4194 -0.6130 -3.71 -0.04 0.58 -0.206
C 0.4302 0.7100 2.1487 -1.13 -0.01 -2.23 -0.050
O 0.8690 1.3068 -1.0515 2.29 0.54 0.73 -0.289
P -0.2098 0.3249 -0.3965 -1.77 -0.53 0.11 0.746
H -2.1136 1.0537 -1.9969 0.10 0.45 0.46 -0.016
H -2.2142 -0.5465 -1.1128 -0.46 -0.57 -0.04 -0.036
H 0.6789 -1.8790 0.2960 0.68 -0.39 0.92 0.008
H -0.4566 -2.0433 -1.0595 1.30 1.03 0.56 0.075
H 1.1520 -1.3141 -1.3027 1.90 -0.09 -1.55 0.005
H 0.6421 -0.3367 2.0499 0.04 -0.29 0.77 -0.064
H 1.2571 1.3740 2.3040 0.43 0.16 -0.13 -0.036
H -0.4987 1.0558 2.6055 0.23 -0.46 -0.17 -0.019
H 1.6973 1.4143 -0.4744 -1.95 -0.15 -1.05 0.106
```
Positions in Å, forces in eV/Å.



2 unconnected molecules or ions with the total composition C3H9OS. Source: OMol25; level of theory: the ωB97M-V functional and the def2-TZVPD basis.

As for the multiplicity: 1. Its charge is -1. The gap between HOMO and LUMO comes out at 0.2512 hartree. The value obtained for the lowest unoccupied orbital energy is 4.12 eV.

Structure (XYZ):
```
14
Properties=species:S:1:pos:R:3:forces:R:3:lowdin_charge:R:1
C -1.3912 -0.7241 1.9881 0.13 -0.09 0.09 -0.234
O -0.1608 -0.0580 2.0949 0.00 0.03 -0.14 -0.215
H -1.9449 -0.4161 1.0936 -0.11 -0.03 -0.01 0.059
H -1.2677 -1.8137 1.9546 0.01 0.01 -0.10 0.065
H -1.9911 -0.4928 2.8728 -0.03 0.09 -0.03 0.059
C 1.0480 1.2367 -1.5104 0.04 0.02 -0.05 -0.241
C 0.4521 -0.1627 -1.4171 0.00 -0.05 -0.11 -0.805
S 1.4112 -1.2848 -0.3493 -0.05 0.05 0.02 0.211
H 2.0663 1.1809 -1.8984 0.05 -0.01 0.03 0.044
H 1.0953 1.6904 -0.5200 0.02 0.02 0.04 0.049
H 0.4702 1.8966 -2.1711 -0.07 -0.01 0.01 0.047
H -0.5757 -0.0866 -1.0486 -0.05 0.02 0.02 0.022
H 0.3829 -0.5871 -2.4243 0.00 0.00 -0.01 0.023
H 0.4055 -0.3786 1.3352 0.07 -0.07 0.23 -0.082
```
Positions in Å, forces in eV/Å.



2 unconnected molecules or ions with the total composition C3H9OS. Source: OMol25; level of theory: the ωB97M-V functional and the def2-TZVPD basis.

As for the multiplicity: 2. The expectation value of S² is 0.756. The gap between HOMO and LUMO (spin up / spin down) comes out at 0.3561 / 0.3029 hartree. The value obtained for the lowest unoccupied orbital energy (spin up / spin down) is 0.92 / -0.68 eV.

Structure (XYZ):
```
14
Properties=species:S:1:pos:R:3:forces:R:3:lowdin_charge:R:1
C 0.7591 2.3747 -1.1716 2.90 -0.55 1.56 -0.140
O 1.5692 3.6066 -1.0918 -1.50 -1.36 -0.91 -0.118
H 0.2499 2.1670 -2.0898 -0.28 0.43 -0.68 0.070
H 1.4969 1.5628 -0.9950 -0.68 0.10 -0.16 0.083
H 0.1081 2.3960 -0.3498 -1.20 -0.14 0.95 0.049
C -0.3948 -3.1034 0.7799 0.00 1.86 -3.49 -0.332
S -0.5776 -1.2139 1.1945 -1.11 -1.04 -1.48 0.684
C -0.9423 -0.5487 -0.4216 0.89 -1.38 -1.18 -0.411
H -0.9320 -3.6703 -0.0569 0.15 1.84 0.62 0.073
H -0.7007 -3.6422 1.5779 -0.29 -1.36 3.10 -0.034
H 0.6350 -3.1193 0.5063 0.78 -0.68 0.32 0.000
H -0.1527 -0.7546 -1.2220 -0.97 0.50 1.25 0.025
H 1.4117 3.8001 -2.0059 0.77 1.53 -0.75 0.041
H -1.9591 -0.5060 -0.8632 0.54 0.26 0.85 0.010
```
Positions in Å, forces in eV/Å.



2 unconnected molecules or ions with the total composition C3H9OS. Source: OMol25; level of theory: the ωB97M-V functional and the def2-TZVPD basis.

As for the multiplicity: 2. The expectation value of S² is 0.754. The gap between HOMO and LUMO (spin up / spin down) comes out at 0.3345 / 0.2383 hartree. The value obtained for the lowest unoccupied orbital energy (spin up / spin down) is 0.87 / -1.75 eV.

Structure (XYZ):
```
14
Properties=species:S:1:pos:R:3:forces:R:3:lowdin_charge:R:1
C -1.3148 -0.6537 -3.1359 -0.49 -0.26 -0.88 -0.221
O -1.0230 -0.0521 -1.9664 0.07 0.23 0.09 -0.037
H -1.6048 0.0601 -3.9330 0.06 0.14 0.35 0.099
H -0.4140 -1.0984 -3.5783 0.37 -0.02 0.18 0.104
H -2.0697 -1.4430 -3.0835 -0.08 -0.05 0.18 0.075
C 1.1941 -0.5566 0.1923 0.65 -0.64 0.59 -0.454
S 0.9055 0.0548 1.8630 -0.24 0.07 0.19 0.722
C -0.5509 1.1020 1.5777 -0.19 -0.03 -0.30 -0.422
H 1.7207 0.1493 -0.4412 -0.36 0.20 -0.19 0.036
H 0.2835 -0.9689 -0.2140 -0.23 0.25 -0.34 0.007
H 1.8612 -1.4114 0.3243 0.09 0.04 0.03 0.024
H -1.3800 0.9050 2.2624 0.34 -0.18 0.13 0.029
H -0.2890 2.1565 1.6560 -0.03 -0.04 -0.17 0.024
H -0.9153 0.8580 0.5752 0.05 0.30 0.12 0.013
```
Positions in Å, forces in eV/Å.



2 unconnected molecules or ions with the total composition C3H9P. Source: OMol25; level of theory: the ωB97M-V functional and the def2-TZVPD basis.

As for the multiplicity: 1. The gap between HOMO and LUMO (spin up / spin down) comes out at 0.3019 / 0.3064 hartree. The value obtained for the lowest unoccupied orbital energy (spin up / spin down) is 0.33 / 0.60 eV.

Structure (XYZ):
```
13
Properties=species:S:1:pos:R:3:forces:R:3:lowdin_charge:R:1
C 1.1254 -1.4715 0.5747 -2.94 -1.62 0.94 -0.217
C 0.9212 -0.0632 0.2485 -1.08 1.64 -0.22 -0.124
C -1.4609 0.1720 -0.5915 2.01 -1.62 0.93 -0.384
P -1.5540 1.9882 -0.8273 -0.51 -0.29 -0.89 0.659
H 2.1566 -1.6157 0.6452 1.75 -0.81 0.47 0.041
H 0.5312 -1.9136 1.4565 1.19 1.18 -0.77 0.101
H 0.7271 -2.1238 -0.2019 0.40 0.04 -0.53 0.061
H 0.8473 0.6663 1.0623 -0.40 -0.37 -0.08 0.046
H 1.6962 0.3259 -0.4402 -0.95 -0.20 -0.28 0.061
H -1.2882 -0.4567 -1.5046 -0.20 0.96 0.75 -0.002
H -2.0353 -0.4776 0.1860 1.02 1.81 -1.20 0.039
H -0.2282 2.4689 -1.0466 -0.02 -0.69 -0.27 -0.126
H -1.4383 2.5008 0.4388 -0.27 -0.05 1.15 -0.156
```
Positions in Å, forces in eV/Å.



2 unconnected molecules or ions with the total composition C3H9S. Source: OMol25; level of theory: the ωB97M-V functional and the def2-TZVPD basis.

As for the multiplicity: 1. Its charge is -1. The gap between HOMO and LUMO comes out at 0.2330 hartree. The value obtained for the lowest unoccupied orbital energy is 4.32 eV.

Structure (XYZ):
```
13
Properties=species:S:1:pos:R:3:forces:R:3:lowdin_charge:R:1
C -0.8682 1.3380 1.0565 -0.03 1.61 0.15 -0.220
C -1.9582 0.8159 0.1066 1.73 -0.84 0.75 -0.198
H -0.2363 0.5321 1.4231 -0.01 -0.14 -0.32 0.039
H -0.2201 2.1053 0.5994 -0.05 -0.49 -0.14 0.056
H -1.2570 1.8595 1.9404 -0.32 -0.14 0.06 0.039
H -2.5936 1.5286 -0.4052 -0.15 0.27 0.31 0.047
H -2.4736 0.0962 0.7467 -0.66 -0.04 -0.64 0.056
H -1.3499 0.2703 -0.6257 -0.61 -0.14 -0.14 -0.052
C 2.3364 -1.7833 -1.0171 -0.62 0.62 1.70 -0.735
S 0.6074 -1.2049 -1.2023 -0.17 -0.27 -0.55 0.058
H 2.5533 -1.3817 -0.0125 0.61 -0.23 -0.27 -0.040
H 3.0263 -1.3059 -1.7046 0.16 -0.34 -0.34 -0.029
H 2.4335 -2.8703 -0.9054 0.12 0.14 -0.58 -0.021
```
Positions in Å, forces in eV/Å.



Which energy belongs to each record? In order, -194.90487 -194.88583 -270.05699 -345.37508 -536.16303 -593.15103 -592.98134 -593.01937 -460.88070 -517.88400 Ha.
Which energy above the lowest of the compared OMol25 structures with the same formula, charge and spin belongs to each record? In order, 6.1 18.0 21.6 36.7 88.8 13.7 60.9 37.1 71.6 18.8 kcal per mole.